# 1
134
Properties=species:S:1:pos:R:3:forces:R:3 method="wB97M-V/def2-TZVPD" spin_multiplicity=1 smiles="CCOP(=O)(CCC[N@H+]1[C@@H](CCCSC(=S)N(CC)CC)[C@](C[C@@H](C)I)(C(=O)[O-])O[C@H](C)[C@@]1(F)Br)OCC.CCOP(=O)(OCC)OCC.CCOP(=O)(OCC)OCC" charge=0 orbital_gap_ev=6.46 e_homo_ha=-0.2772
C -3.09108 5.98622 -3.66417 1.37 -0.04 -0.63
C -1.76332 6.09839 -2.81980 -2.40 0.53 -0.74
O -1.42605 4.76116 -2.38894 1.64 -0.63 -0.18
P 0.17714 4.50845 -2.19946 0.70 1.58 0.79
O 0.88537 5.78958 -2.02585 -0.04 -0.11 0.11
C 0.35591 3.54470 -0.61742 -0.01 -0.78 -0.80
C 1.45787 2.40203 -0.68861 0.04 1.17 0.40
C 1.09856 1.11873 0.10926 1.33 1.82 0.80
N 0.56535 -0.11993 -0.52302 0.48 -1.27 0.13
C -0.15518 -0.98178 0.51727 -0.84 -1.52 1.99
C 0.62966 -1.09369 1.85676 0.89 -0.10 0.22
C 2.04349 -1.74009 1.62999 -1.02 -0.67 0.11
C 2.80774 -1.94278 2.95908 -0.46 0.84 -0.84
S 4.31830 -2.98474 2.81846 0.24 -0.23 0.31
C 4.12537 -4.20305 1.49377 -0.67 -0.22 -0.70
S 4.04762 -3.80095 -0.09300 0.01 0.22 0.72
N 4.07445 -5.57487 1.91010 0.44 0.15 -0.05
C 2.88297 -6.26684 1.40033 -1.13 -0.26 0.44
C 2.70527 -7.71339 1.93233 -0.24 -0.25 -0.18
C 5.34380 -6.28628 1.63055 0.42 -0.37 -0.68
C 5.45582 -6.95660 0.22906 0.72 -0.37 0.13
C -1.65621 -0.62157 0.70434 -0.72 0.46 0.73
C -1.96733 0.56918 1.66443 -0.05 0.03 0.07
C -3.28853 0.48426 2.46720 0.29 1.70 1.30
C -3.43019 1.87444 3.21276 0.05 -0.05 -1.35
I -5.08786 0.25499 1.31181 0.27 -0.11 -0.02
C -2.31317 -1.95758 1.27193 -1.20 -1.77 0.93
O -2.18678 -2.26660 2.47642 1.46 1.48 0.67
O -2.96648 -2.64217 0.49577 0.10 0.37 -1.78
O -2.37622 -0.38217 -0.52747 1.33 0.74 0.01
C -1.74815 0.53079 -1.40262 -0.06 -0.50 -1.15
C -2.58599 0.51788 -2.72144 -0.43 -0.24 0.85
C -0.31827 -0.08802 -1.68857 -2.41 -0.12 -2.20
F -0.63024 -1.38864 -2.04867 0.99 0.33 1.00
Br 0.50006 0.50470 -3.37244 0.38 0.26 0.84
O 0.87130 3.76211 -3.48177 -2.09 -0.11 0.91
C 0.03973 3.70044 -4.66072 0.28 0.26 -1.78
C 0.99877 3.73959 -5.89917 -0.78 0.24 1.10
H -3.68046 6.91290 -3.57284 0.05 -0.57 0.11
H -3.65055 5.06153 -3.45140 0.05 0.61 0.24
H -2.76205 5.91896 -4.72515 -0.49 -0.03 0.48
H -1.02000 6.56478 -3.48281 0.10 -0.29 0.74
H -1.99740 6.74211 -1.95066 0.68 -0.49 -0.25
H -0.61185 3.17410 -0.23313 0.34 0.06 -0.46
H 0.67049 4.32525 0.10234 -0.11 -0.34 -0.55
H 2.29949 2.86912 -0.13035 -0.35 -0.67 -0.21
H 1.88449 2.27562 -1.69595 -0.54 -0.28 0.34
H 2.05138 0.81637 0.58898 -0.67 -0.23 -0.36
H 0.48148 1.46017 0.96226 -0.18 -0.64 -0.72
H 1.37323 -0.70592 -0.78850 -0.12 0.35 -0.10
H -0.14763 -2.04826 0.20640 0.07 0.88 -0.80
H 0.67632 -0.15048 2.42969 0.13 -0.33 -0.35
H 0.10623 -1.81592 2.51993 -0.31 0.60 -0.67
H 1.81673 -2.76098 1.24931 0.17 0.62 -0.01
H 2.63534 -1.24681 0.83418 0.09 -0.14 0.61
H 2.11802 -2.33891 3.73013 0.46 -0.06 -0.50
H 3.16557 -0.95737 3.32115 0.08 -0.64 -0.04
H 2.00532 -5.69001 1.76951 0.48 -0.24 -0.31
H 2.78956 -6.27847 0.29533 0.44 0.12 0.42
H 2.20129 -7.76770 2.91439 0.38 0.24 -0.39
H 2.05010 -8.25377 1.21601 0.33 0.31 0.42
H 3.63640 -8.30222 1.99737 -0.32 0.41 -0.05
H 5.50427 -7.07925 2.38650 -0.19 0.52 -0.21
H 6.18552 -5.57131 1.71807 -0.50 -0.28 0.16
H 4.73671 -7.78385 0.07779 0.19 0.60 0.07
H 5.41935 -6.25552 -0.62110 -0.21 -0.23 0.47
H 6.46013 -7.43574 0.18914 -0.53 0.28 0.03
H -2.01022 1.53068 1.09836 -0.01 -0.64 0.09
H -1.17402 0.74473 2.42567 -0.43 -0.40 -0.37
H -3.29237 -0.26917 3.26724 0.09 -0.22 -0.92
H -3.16465 2.65899 2.46656 -0.22 -0.27 0.54
H -2.71973 1.97054 4.05353 -0.47 -0.20 -0.20
H -4.48216 2.06185 3.47780 0.60 -0.13 0.37
H -1.71383 1.58654 -1.07104 0.28 -0.48 0.28
H -2.62539 -0.49550 -3.16385 0.33 0.59 0.16
H -3.62854 0.71891 -2.39695 0.61 0.15 -0.25
H -2.23984 1.28093 -3.43776 -0.25 -0.37 0.32
H -0.61781 4.58773 -4.77659 0.34 -0.47 0.48
H -0.62200 2.81533 -4.66087 0.48 0.25 0.19
H 1.28127 4.80342 -6.01488 0.20 -0.69 -0.13
H 0.43583 3.41223 -6.78962 0.46 0.04 0.30
H 1.88224 3.11563 -5.67878 -0.39 0.25 -0.42
C 3.81230 3.10907 7.78705 0.05 0.03 0.13
C 4.72669 2.87655 6.59979 -0.20 0.30 -0.17
O 5.73362 1.91039 6.88747 -0.63 -0.41 0.28
P 5.31079 0.31565 6.93890 7.48 2.54 -1.94
O 4.70651 0.16476 5.56515 -3.00 -1.11 2.43
O 6.75918 -0.40807 6.61176 -0.66 -0.36 0.44
C 6.81655 -1.50795 5.70065 0.18 0.05 -0.45
C 7.38489 -1.05372 4.37171 0.15 0.10 -0.12
O 5.63928 0.19565 8.55712 -3.48 -1.06 -0.96
C 6.87734 0.67043 9.10371 0.61 0.46 0.52
C 6.65363 1.92509 9.92283 -0.22 0.26 -0.18
H 3.35175 2.17541 8.12244 -0.07 0.03 -0.07
H 3.02073 3.81493 7.52854 0.00 -0.05 -0.02
H 4.36861 3.51523 8.63256 -0.02 -0.01 -0.02
H 4.14638 2.57654 5.72338 0.08 -0.13 0.02
H 5.23972 3.80409 6.33929 0.13 -0.10 0.04
H 5.83321 -1.96187 5.57259 0.01 0.08 -0.05
H 7.46856 -2.26624 6.13935 -0.01 0.10 0.14
H 6.85577 -0.18091 3.98702 -0.18 -0.12 0.05
H 7.32543 -1.85305 3.63069 0.01 0.01 0.02
H 8.43071 -0.75935 4.48285 -0.01 -0.08 0.04
H 7.63148 0.84907 8.34083 -0.22 -0.11 -0.16
H 7.24954 -0.12401 9.75347 -0.19 -0.15 -0.14
H 6.51157 2.79002 9.27435 0.01 -0.05 -0.02
H 7.52028 2.12847 10.55471 -0.01 -0.12 0.01
H 5.76415 1.83585 10.54832 0.11 -0.11 0.08
C -9.43869 -2.04639 -7.60286 0.01 -0.11 0.11
C -9.29910 -0.58287 -7.23091 -0.36 0.06 -0.20
O -8.13803 -0.34594 -6.43890 0.32 -0.40 -0.58
P -6.66117 -0.35255 -7.17594 -1.75 4.22 6.68
O -6.89688 0.70012 -8.22623 1.16 -3.18 -2.14
O -5.77815 0.58410 -6.13145 0.46 -0.50 -0.56
C -4.90142 1.58966 -6.63345 -0.23 0.46 0.04
C -5.52641 2.95658 -6.42909 -0.03 0.15 0.10
O -6.17105 -1.69285 -6.33758 0.32 -0.33 -3.72
C -6.33737 -1.72776 -4.91192 -0.24 -0.37 1.01
C -7.43605 -2.69421 -4.52051 -0.33 0.03 -0.21
H -8.54829 -2.41042 -8.12353 -0.05 0.03 -0.08
H -10.30584 -2.19624 -8.24876 0.05 0.03 -0.02
H -9.56564 -2.66356 -6.71268 0.01 0.01 -0.03
H -9.28484 0.04009 -8.12873 0.14 0.02 0.05
H -10.15948 -0.26694 -6.63825 0.13 0.02 0.11
H -4.66282 1.41701 -7.68359 -0.11 0.03 0.01
H -3.96415 1.52709 -6.07369 -0.06 -0.15 0.08
H -6.53979 2.99558 -6.82904 0.09 -0.09 -0.16
H -4.92965 3.73497 -6.90968 0.00 0.00 0.03
H -5.60098 3.18321 -5.36310 0.07 -0.01 -0.02
H -6.53455 -0.74556 -4.49085 0.04 0.02 -0.24
H -5.38838 -2.07732 -4.50011 0.09 0.06 -0.26
H -8.41809 -2.25950 -4.70818 0.05 0.03 -0.01
H -7.37864 -2.92624 -3.45557 0.13 0.00 -0.03
H -7.37293 -3.61927 -5.09577 0.14 -0.02 0.11


# 2
24
Properties=species:S:1:pos:R:3:forces:R:3 method="wB97M-V/def2-TZVPD" spin_multiplicity=6 charge=0 orbital_gap_ev="4.78 / 8.77" e_homo_ha="-0.1679 / -0.3168"
Mn 0.00924 -0.23355 -0.10722 2.21 1.23 1.32
H 2.66813 -1.68283 -0.99988 -0.12 0.05 -0.43
H 2.36740 -1.55897 -1.68178 0.17 -0.07 0.42
P -0.84431 0.67557 -1.97711 -0.62 -0.52 -1.55
C -2.28112 -0.26390 -2.61526 -0.21 0.23 -0.44
H -2.63126 0.24209 -3.52635 -0.10 -0.22 0.16
H -1.99851 -1.29539 -2.85521 -0.05 0.27 0.09
H -3.08652 -0.28799 -1.87311 0.16 0.00 -0.11
C -1.46116 2.38030 -2.07164 0.24 0.07 0.14
H -0.61724 3.05144 -1.85988 -0.35 -0.04 -0.09
H -1.86252 2.55252 -3.08171 0.11 0.10 0.37
H -2.23730 2.51596 -1.30704 0.21 0.04 -0.25
C 0.25627 0.56950 -3.42349 -0.05 0.40 -0.31
H 0.52430 -0.47720 -3.60836 -0.07 0.22 0.02
H -0.27293 0.98519 -4.29139 0.36 -0.13 -0.06
H 1.16498 1.14783 -3.21333 -0.17 -0.14 -0.17
C -1.13233 -1.67188 -0.30667 -2.61 -3.58 -0.91
O -1.52855 -2.69825 0.11661 0.57 0.66 0.39
H 0.50207 1.21353 -0.33303 1.09 1.38 -0.21
H -1.09790 0.72506 0.37369 -1.39 0.66 0.92
N 0.98471 -0.68881 1.61004 0.96 -0.83 1.20
H 1.67149 -0.05886 2.02891 -0.27 0.10 -0.40
H 1.49073 -1.57047 1.46336 -0.30 0.20 0.29
H 0.28546 -0.84773 2.34400 0.21 -0.08 -0.38


# 3
46
Properties=species:S:1:pos:R:3:forces:R:3 method="wB97M-V/def2-TZVPD" spin_multiplicity=1 de_lowest_kj_mol=22.30 charge=+1 orbital_gap_ev=9.38 e_homo_ha=-0.4559
C 4.10702 -0.59687 -0.27051 -0.30 0.41 -0.09
C 4.00598 0.45607 0.83240 0.03 -0.82 -0.22
S 3.28146 2.05508 0.33852 0.21 0.09 -0.13
C 2.37659 1.79689 -1.20106 -0.11 0.03 -0.35
N 0.88807 1.77367 -1.05020 0.33 0.03 0.32
C 0.38110 2.26768 0.14767 -0.24 0.42 0.11
N 0.38577 3.60011 0.44529 0.26 -1.12 0.20
N -0.18578 1.43198 0.96977 0.12 -0.22 -0.13
C -0.37003 -0.00794 0.73153 -0.43 -0.29 0.57
C -1.73737 -0.37978 0.12337 0.23 -0.39 -1.19
C -2.25961 0.65274 -0.87359 0.05 0.38 0.02
C -1.58111 -1.74913 -0.60838 0.22 0.08 0.64
H 4.75104 -0.28548 -1.09332 0.14 0.03 0.11
H 4.48050 -1.52387 0.15901 0.06 -0.01 -0.03
H 3.12213 -0.79762 -0.68943 0.01 -0.25 0.08
H 3.44190 0.03111 1.66189 -0.13 0.17 0.01
H 5.00840 0.66554 1.20270 -0.07 0.33 0.00
H 2.65778 0.87471 -1.70207 0.14 -0.02 0.19
H 2.65774 2.60341 -1.88115 0.01 0.10 0.17
H 0.41471 2.18492 -1.84489 0.00 0.10 -0.02
H 1.24564 4.06523 0.18395 -0.18 0.22 -0.24
H 0.14710 3.76579 1.41477 -0.04 0.46 -0.05
H -0.54926 1.79036 1.84028 -0.02 0.06 0.06
H 0.46440 -0.39291 0.15669 -0.06 0.24 -0.27
H -0.29568 -0.48294 1.71232 0.11 0.07 -0.01
H -2.48410 -0.52637 0.90346 0.10 0.26 0.22
H -1.62803 0.72536 -1.76256 0.15 -0.08 0.11
H -3.25003 0.39081 -1.22888 -0.09 -0.15 0.08
H -2.34761 1.65719 -0.44396 -0.04 -0.05 0.00
H -0.55727 -2.12041 -0.55141 -0.08 0.06 0.00
H -2.19297 -2.50254 -0.11611 -0.14 -0.08 -0.28
H -1.83185 -1.66892 -1.66289 -0.23 -0.04 0.01
C 2.99876 -4.56564 -0.56380 0.05 -0.12 -0.03
N 1.66038 -3.94384 -0.37312 -0.03 -0.15 -0.03
O 0.68542 -4.63798 -0.52230 -0.05 0.02 0.01
O 1.63436 -2.76056 -0.07529 0.14 0.06 0.06
H 2.85770 -5.60803 -0.82216 -0.06 0.01 0.00
H 3.49754 -4.02542 -1.36321 0.02 0.06 0.05
H 3.54168 -4.46163 0.37102 0.01 0.08 -0.02
C -5.38504 1.38886 1.67381 0.14 -0.12 0.05
N -5.93833 1.55488 0.30255 -0.07 -0.04 -0.09
O -5.45725 0.88666 -0.59252 -0.01 0.01 0.10
O -6.83968 2.34884 0.17684 -0.02 0.07 -0.01
H -4.59306 0.65002 1.63786 -0.02 -0.03 -0.05
H -5.01148 2.35780 1.99183 -0.11 0.03 0.03
H -6.19762 1.06217 2.31534 -0.02 0.08 0.01


# 4
9
Properties=species:S:1:pos:R:3:forces:R:3 method="wB97M-V/def2-TZVPD" spin_multiplicity=1 de_lowest_kj_mol=356.64 charge=0 orbital_gap_ev=8.20 e_homo_ha=-0.3406
C 1.21631 0.48819 -0.11380 -1.82 -0.74 2.78
C 1.08552 -0.77926 -0.50786 0.77 1.13 1.65
C -2.04356 -0.08141 0.32260 0.26 -1.00 -0.61
F 1.51936 1.32158 -1.05450 1.05 2.14 -1.20
F 1.63003 -1.17361 -1.63354 -0.30 -0.45 -0.89
Cl 0.49790 -1.95766 0.52725 -0.07 -1.00 0.37
Cl -2.79614 -0.23199 1.82242 -0.23 0.42 0.37
Cl -2.03680 1.47190 -0.30957 -0.29 0.72 0.17
H 0.92738 0.94226 0.94698 0.63 -1.22 -2.64